C4H8O | ωB97M-V with the def2-TZVPD basis set

Last column: Löwdin charge in e.
Geometry (Å):
C (-1.381, 0.394, -0.370)  -0.09
C (0.058, 0.760, -0.203)  -0.27
C (0.840, 0.377, 0.980)  -0.16
C (1.198, -0.645, -0.052)  -0.23
O (0.488, -1.827, 0.143)  -0.05
H (-1.512, -0.669, -0.138)  0.07
H (-1.746, 0.574, -1.390)  0.08
H (-2.006, 0.972, 0.317)  0.08
H (0.419, 1.639, -0.748)  0.13
H (0.244, -0.028, 1.796)  0.12
H (1.633, 1.039, 1.309)  0.10
H (1.074, -0.157, -1.061)  0.12
H (0.690, -2.429, -0.583)  0.10

Its net charge is 0. The HOMO energy is -7.6997 eV. As for the SMILES: C[C@H]1C[C@H]1O. Its spin multiplicity is 1. The energy relative to the best compared isomer or geometry (same formula, charge and spin) is 308.8 kJ/mol. For the HOMO-LUMO gap, the calculation gives 8.72 eV.



C4H8O | ωB97M-V with the def2-TZVPD basis set

Last column: Löwdin charge in e.
Geometry (Å):
C (1.617, -0.250, 0.107)  -0.05
C (0.357, 0.264, -0.564)  -0.38
C (-0.914, -0.575, -0.348)  -0.10
C (-1.326, 0.573, 0.581)  -0.19
O (-0.209, 1.371, 0.168)  -0.10
H (2.377, 0.537, 0.132)  0.08
H (1.403, -0.552, 1.139)  0.08
H (2.026, -1.111, -0.432)  0.08
H (0.561, 0.549, -1.605)  0.14
H (-1.543, -0.670, -1.237)  0.11
H (-0.772, -1.558, 0.110)  0.11
H (-1.276, 0.333, 1.653)  0.11
H (-2.284, 1.063, 0.373)  0.11

Its net charge is 0. The HOMO energy is -9.5596 eV. As for the SMILES: C[C@H]1CCO1. Its spin multiplicity is 1. The energy relative to the best compared isomer or geometry (same formula, charge and spin) is 102.7 kJ/mol. For the HOMO-LUMO gap, the calculation gives 10.72 eV.



C4H8O | ωB97M-V with the def2-TZVPD basis set

Last column: Löwdin charge in e.
Geometry (Å):
C (-1.154, 1.698, -0.876)  0.01
C (-0.018, 1.655, -1.549)  -0.28
O (1.187, 1.233, -1.026)  -0.03
H (-1.569, 0.737, -0.474)  0.07
H (-1.831, 2.484, -0.984)  0.03
H (0.128, 2.085, -2.545)  0.11
H (1.386, 0.325, -1.308)  0.09
C (0.976, -1.740, 1.435)  -0.08
C (-0.320, -1.702, 1.543)  -0.08
H (1.437, -1.171, 0.660)  0.02
H (1.629, -2.488, 1.877)  0.05
H (-0.789, -0.855, 1.074)  0.01
H (-1.063, -2.262, 2.173)  0.07

Its net charge is 0. The HOMO energy is -9.0933 eV. As for the SMILES: C=CO.C=C. Its spin multiplicity is 1. The energy relative to the best compared isomer or geometry (same formula, charge and spin) is 340.2 kJ/mol. For the HOMO-LUMO gap, the calculation gives 9.98 eV.



C4H8O | ωB97M-V with the def2-TZVPD basis set

Last column: Löwdin charge in e.
Geometry (Å):
C (0.415, -1.150, 1.400)  -0.11
C (0.080, -0.761, -0.033)  -0.25
C (0.105, 0.721, -0.247)  -0.26
C (-1.235, 1.398, -1.745)  0.06
O (0.035, 1.031, -1.686)  -0.16
H (-0.337, -0.800, 2.116)  0.08
H (1.386, -0.740, 1.702)  0.08
H (0.473, -2.238, 1.480)  0.07
H (0.816, -1.171, -0.729)  0.12
H (-0.904, -1.144, -0.332)  0.12
H (-0.684, 1.243, 0.328)  0.12
H (1.040, 1.220, -0.014)  0.13
H (-1.191, 2.392, -2.241)  0.02

Its net charge is 0. The HOMO energy is -8.2049 eV. Its spin multiplicity is 1. The energy relative to the best compared isomer or geometry (same formula, charge and spin) is 401.8 kJ/mol. For the HOMO-LUMO gap, the calculation gives 8.69 eV.



C4H8O | ωB97M-V with the def2-TZVPD basis set

Last column: Löwdin charge in e.
Geometry (Å):
C (-1.534, -0.596, -0.068)  -0.05
C (-0.445, 0.292, -0.156)  -0.50
C (1.270, -0.876, -0.156)  -0.04
C (-0.027, 1.546, 0.432)  -0.04
O (0.023, 1.265, -0.990)  0.03
H (-2.283, -0.390, 0.690)  0.05
H (-1.828, -1.125, -0.969)  0.06
H (-0.105, -0.977, 0.180)  0.11
H (2.001, -0.189, 0.272)  0.04
H (1.422, -0.999, -1.229)  0.05
H (1.357, -1.851, 0.348)  0.06
H (-0.792, 2.261, 0.725)  0.12
H (0.940, 1.639, 0.919)  0.11

Its net charge is 0. The HOMO energy is -7.5435 eV. Its spin multiplicity is 1. The energy relative to the best compared isomer or geometry (same formula, charge and spin) is 617.3 kJ/mol. For the HOMO-LUMO gap, the calculation gives 8.51 eV.



C4H8O | ωB97M-V with the def2-TZVPD basis set

Last column: Löwdin charge in e.
Geometry (Å):
C (-1.191, -0.708, 0.648)  -0.02
C (-0.197, 0.087, -0.175)  -0.57
O (-0.817, 0.567, -1.347)  -0.02
C (1.177, -0.483, -0.335)  -0.09
C (1.014, 0.925, 0.173)  -0.07
H (-0.784, -1.151, 1.562)  0.08
H (-1.493, -1.532, -0.011)  0.09
H (-2.100, -0.146, 0.890)  0.08
H (-1.159, 1.438, -1.098)  0.10
H (1.453, -1.210, 0.427)  0.10
H (1.565, -0.683, -1.326)  0.11
H (1.348, 1.205, 1.167)  0.10
H (1.189, 1.686, -0.586)  0.10

Its net charge is 0. The HOMO energy is -9.9473 eV. As for the SMILES: CC1(O)CC1. Its spin multiplicity is 1. The energy relative to the best compared isomer or geometry (same formula, charge and spin) is 114.0 kJ/mol. For the HOMO-LUMO gap, the calculation gives 10.99 eV.



C4H8O | ωB97M-V with the def2-TZVPD basis set

Last column: Löwdin charge in e.
Geometry (Å):
C (-1.259, 1.056, 0.836)  -0.04
C (0.235, -0.247, -0.811)  0.00
C (0.800, -1.589, -0.619)  -0.09
C (0.143, 0.712, 0.321)  -0.63
O (1.051, 0.317, 1.179)  -0.05
H (-1.690, 0.163, 1.298)  0.08
H (-1.155, 1.819, 1.613)  0.08
H (-1.933, 1.425, 0.054)  0.08
H (0.150, 0.117, -1.840)  0.11
H (1.886, -1.597, -0.780)  0.10
H (0.366, -2.286, -1.349)  0.09
H (0.652, -1.878, 0.428)  0.09
H (0.509, 1.595, -0.309)  0.18

Its net charge is 0. The HOMO energy (alpha / beta) is -8.3479 / -9.4248 eV. Its spin multiplicity is 1. The energy relative to the best compared isomer or geometry (same formula, charge and spin) is 364.9 kJ/mol. For the HOMO-LUMO gap (alpha / beta), the calculation gives 7.19 / 9.08 eV.



C4H8O | ωB97M-V with the def2-TZVPD basis set

Last column: Löwdin charge in e.
Geometry (Å):
C (-1.756, 0.182, 0.272)  -0.12
C (-0.485, -0.212, -0.475)  -0.27
C (0.750, -0.120, 0.417)  -0.19
C (2.042, 0.066, -0.337)  -0.27
O (2.127, 0.199, -1.534)  0.05
H (-1.698, 1.224, 0.607)  0.07
H (-1.909, -0.443, 1.159)  0.07
H (-2.642, 0.088, -0.364)  0.07
H (-0.575, -1.233, -0.867)  0.11
H (-0.336, 0.433, -1.347)  0.11
H (0.669, 0.730, 1.114)  0.12
H (0.858, -1.005, 1.060)  0.12
H (2.956, 0.093, 0.296)  0.12

Its net charge is 0. The HOMO energy is -9.8623 eV. As for the SMILES: CCCC=O. Its spin multiplicity is 1. The energy relative to the best compared isomer or geometry (same formula, charge and spin) is 28.0 kJ/mol. For the HOMO-LUMO gap, the calculation gives 10.92 eV.



C4H8O | ωB97M-V with the def2-TZVPD basis set

Last column: Löwdin charge in e.
Geometry (Å):
C (-0.393, -0.929, 0.881)  -0.11
C (0.666, 0.561, 0.456)  -0.23
O (1.823, 0.083, -0.118)  -0.05
C (-0.079, 1.328, -0.612)  -0.20
C (-0.685, 0.004, -0.778)  -0.12
H (-1.114, -0.532, 1.597)  0.07
H (0.444, -1.357, 1.447)  0.06
H (-0.843, -1.805, 0.382)  0.06
H (2.296, -0.408, 0.568)  0.10
H (-0.724, 2.119, -0.230)  0.11
H (0.567, 1.653, -1.425)  0.11
H (-1.762, -0.090, -0.667)  0.10
H (-0.229, -0.645, -1.520)  0.11

Its net charge is 0. The HOMO energy is -7.4425 eV. Its spin multiplicity is 1. The energy relative to the best compared isomer or geometry (same formula, charge and spin) is 474.0 kJ/mol. For the HOMO-LUMO gap, the calculation gives 8.44 eV.



C4H8O2 | ωB97M-V with the def2-TZVPD basis set

Last column: Mulliken spin population.
Geometry (Å):
C (-1.513, -3.041, 0.569)  0.41
C (-1.007, -2.182, -0.326)  0.01
C (-0.218, -0.987, 0.178)  0.05
C (0.018, 0.157, -0.516)  0.74
O (0.179, 1.310, 0.282)  -0.26
H (-1.769, -4.114, 0.399)  -0.03
H (-1.861, -2.628, 1.547)  0.02
H (-1.207, -2.377, -1.418)  -0.01
H (0.171, -1.175, 1.213)  0.02
H (-0.222, 0.706, -1.523)  0.01
H (-0.396, 2.003, -0.083)  0.04
H (1.719, 3.055, 0.654)  0.01
H (2.900, 3.161, -0.387)  -0.02
O (1.945, 3.402, -0.261)  0.01

Its net charge is -1. The HOMO energy (alpha / beta) is 0.4900 / -2.4329 eV. The expectation value of S² is 0.774. Its spin multiplicity is 2. The energy relative to the best compared isomer or geometry (same formula, charge and spin) is 234.0 kJ/mol. For the HOMO-LUMO gap (alpha / beta), the calculation gives 3.23 / 6.01 eV.



C4H8O2 | ωB97M-V with the def2-TZVPD basis set

Last column: Löwdin charge in e.
Geometry (Å):
C (-1.972, -0.290, 0.482)  -0.06
C (0.033, -1.083, -0.940)  -0.18
O (0.236, 0.106, -1.489)  -0.06
C (1.066, 0.930, -0.652)  -0.13
C (1.572, -0.060, 0.394)  -0.12
O (0.830, -1.261, 0.098)  -0.05
H (-2.156, -1.072, 1.223)  0.02
H (-2.928, 0.088, 0.114)  0.02
H (-1.455, 0.546, 1.026)  0.04
H (-1.480, -0.921, -0.470)  0.04
H (1.843, 1.365, -1.280)  0.12
H (0.442, 1.722, -0.230)  0.12
H (1.337, 0.228, 1.418)  0.12
H (2.631, -0.299, 0.305)  0.12

Its net charge is 0. The HOMO energy is -8.7799 eV. Its spin multiplicity is 1. The energy relative to the best compared isomer or geometry (same formula, charge and spin) is 365.2 kJ/mol. For the HOMO-LUMO gap, the calculation gives 9.62 eV.



C4H8O2 | ωB97M-V with the def2-TZVPD basis set

Last column: Löwdin charge in e.
Geometry (Å):
O (2.040, -0.133, 0.821)  -0.06
C (1.198, 0.281, -0.233)  -0.26
C (-0.201, 0.464, 0.317)  -0.25
C (-1.254, 0.446, -0.796)  -0.16
O (-1.478, -0.959, -0.595)  -0.11
C (-0.838, -0.877, 0.693)  -0.15
H (2.874, -0.431, 0.439)  0.09
H (1.153, -0.479, -1.026)  0.13
H (1.551, 1.220, -0.685)  0.12
H (-0.240, 1.271, 1.054)  0.14
H (-2.156, 1.029, -0.566)  0.12
H (-0.917, 0.682, -1.815)  0.12
H (-1.581, -0.805, 1.499)  0.12
H (-0.153, -1.710, 0.893)  0.12

Its net charge is 0. The HOMO energy is -9.7013 eV. Its spin multiplicity is 1. The energy relative to the best compared isomer or geometry (same formula, charge and spin) is 203.7 kJ/mol. For the HOMO-LUMO gap, the calculation gives 10.59 eV.